1.
Computed, not measured: C18H17FN4O3S as an isolated structure at a distorted geometry, with ωB97M-V with the def2-TZVPD basis set.

XYZ file:
```
44
Properties=species:S:1:pos:R:3:forces:R:3:mulliken_charge:R:1
O -1.2587 0.9961 -2.5729 -11.4 -3.5 4.0 -0.396
C -0.2584 1.2653 -2.9242 10.5 4.9 -5.4 0.276
N 0.9702 0.5824 -2.6022 0.2 10.9 -5.3 -0.083
C 1.1288 -0.5376 -2.0828 -0.7 -6.7 3.2 0.140
N 0.2877 -0.8538 -0.9996 4.3 -4.6 -5.2 0.066
C -0.2187 0.1420 -0.1765 -5.7 -4.2 -0.4 -1.071
H -0.8767 0.8050 -0.7492 0.0 -0.3 0.8 0.655
C -1.0492 -0.7921 0.8523 9.4 11.4 5.9 -1.048
N -0.1147 -1.5386 1.6504 2.3 -1.3 2.9 0.225
C -0.3007 -1.6992 3.1112 0.4 -0.9 -5.2 1.031
C 0.9138 -2.3071 3.7729 -4.1 1.9 1.3 -0.653
C 0.5610 -2.4863 5.0676 -0.5 0.4 3.0 -0.560
C -0.8658 -2.0799 5.8414 16.7 -5.8 1.4 -0.614
C -1.6254 -1.7200 5.0096 -15.6 6.7 -5.5 0.602
C -1.6215 -1.5036 3.6196 7.4 -2.4 2.4 -0.973
H -2.2560 -0.9935 3.0587 -3.2 1.7 -1.9 0.571
H -2.7243 -1.3481 5.5665 2.7 -1.0 -1.7 0.090
N -0.8339 -2.2639 7.2021 6.5 -5.6 0.7 0.829
O 0.0665 -2.9653 7.8781 -1.4 2.7 -2.9 -0.593
O -1.8365 -2.0495 7.6542 -8.0 2.7 5.0 -0.529
H 1.3029 -2.7985 5.7836 0.2 -0.3 0.2 0.398
H 1.9392 -2.3242 3.3826 -0.8 -0.3 0.1 0.382
C 1.1901 -2.1120 1.0116 -2.2 -0.5 -0.6 -0.521
H 2.1422 -1.3495 1.1397 -2.3 -2.2 -0.7 0.278
C 0.6659 -2.4438 -0.5848 -2.4 12.8 9.0 -1.992
H -0.1294 -2.8871 -0.5231 -8.0 -5.6 -0.1 0.633
H 1.4817 -2.5318 -0.9004 11.2 -2.8 -6.3 1.032
H 1.3665 -3.2045 1.4046 0.0 2.4 -0.3 0.538
H -1.3956 0.1410 1.5156 -0.2 -2.5 -0.9 0.480
H -1.7023 -1.3130 0.5259 -8.6 -6.1 -4.7 0.576
H 0.5206 0.6224 0.2414 3.7 2.8 3.0 0.371
S 2.2072 -1.4787 -2.9472 0.7 -1.1 0.5 -0.455
H 1.7856 0.9830 -3.2421 -2.3 -1.6 1.9 0.349
C -0.1739 2.5780 -3.9707 5.1 -5.8 -0.1 0.477
C -1.0372 3.5911 -3.8741 -1.8 -6.5 6.5 -0.469
C -0.7824 4.4816 -4.7110 -10.2 12.3 0.7 -0.219
C -0.0717 4.5659 -5.6916 13.6 2.3 -8.8 0.297
C 1.1959 3.7620 -5.7371 -11.0 -3.4 6.9 -0.956
C 0.9395 2.5304 -4.9995 0.8 2.7 0.1 -0.272
H 1.7489 1.7361 -5.2431 -1.9 0.9 1.2 0.315
H 1.7931 3.8005 -6.4444 5.9 0.7 -6.3 0.594
F 0.3856 5.8717 -6.5370 -2.5 -2.8 2.2 -0.366
H -1.6265 5.5354 -4.6717 2.6 -2.9 -0.2 0.163
H -1.8334 3.5915 -3.1044 0.7 0.1 -0.6 0.401
```
Forces are in eV/Å.

Its frontier orbital gap is 0.292 Eh. The value obtained for the total energy is -44575.8433 eV. The calculation puts the energy relative to the best compared isomer or geometry (same formula, charge and spin) at 19.2143 eV.



2.
Computed, not measured: C18H17N2NaSe as an isolated structure, with ωB97M-V with the def2-TZVPD basis set.

XYZ file:
```
39
Properties=species:S:1:pos:R:3:forces:R:3:mulliken_charge:R:1
Na 0.2571 0.4051 0.1849 -0.1 0.1 0.1 0.617
N 1.7979 0.5286 -2.0434 0.0 0.0 -0.1 -0.459
C 2.7983 0.9343 -1.1779 0.0 0.1 0.0 0.065
C 3.7990 0.0248 -0.8113 0.0 0.0 0.0 -0.633
C 4.8655 0.4189 -0.0238 0.0 0.0 0.0 -0.424
C 4.9653 1.7314 0.4219 0.0 0.0 0.0 -0.634
C 3.9496 2.6231 0.0989 0.0 0.0 0.0 -0.513
C 2.8503 2.2505 -0.6686 0.0 0.0 0.0 0.736
C 1.7341 3.2249 -0.8843 0.1 -0.1 -0.1 0.346
C 2.0403 4.4281 -1.5256 -0.1 0.1 0.1 -0.444
C 1.0688 5.4103 -1.6768 0.0 0.0 0.0 -0.524
C -0.2068 5.1628 -1.1842 0.1 0.0 0.0 -0.449
C -0.4911 3.9384 -0.5792 0.0 0.0 0.0 -0.640
C 0.4412 2.8999 -0.4061 0.0 0.0 0.0 -0.631
H 1.4572 -0.4349 -1.9038 0.0 0.0 0.0 0.087
H 1.0422 1.1937 -2.1278 0.0 0.0 0.0 0.424
H 3.6996 -1.0010 -1.1447 0.0 0.0 0.0 0.323
H 5.6194 -0.3111 0.2507 0.0 0.0 0.0 0.333
H 5.7993 2.0466 1.0386 0.0 0.0 0.0 0.351
H 3.9779 3.6382 0.4823 0.0 0.0 0.0 0.393
H 3.0456 4.5980 -1.9030 0.0 0.0 0.0 0.333
H 1.3033 6.3468 -2.1731 0.0 0.0 0.0 0.326
H -0.9815 5.9197 -1.2850 0.0 0.0 0.0 0.310
H -1.5146 3.7921 -0.2315 0.0 0.0 0.0 0.271
N -3.1589 -2.4838 -0.0621 0.0 0.0 0.0 -0.308
C -3.5694 -3.4453 0.8113 0.0 0.0 0.0 0.567
C -2.6897 -4.4868 1.1697 0.0 0.0 0.0 -0.284
C -3.1110 -5.4957 2.0124 0.0 0.0 0.0 -0.396
C -4.4040 -5.5224 2.5366 0.0 0.0 0.0 -0.540
C -5.2717 -4.4925 2.1969 0.0 0.0 0.0 -0.340
C -4.8673 -3.4702 1.3527 0.0 0.0 0.0 -0.513
H -2.1300 -2.3671 -0.2044 0.0 0.0 -0.1 -0.125
H -3.6736 -1.6181 -0.0564 0.0 0.0 0.0 0.234
H -1.6755 -4.4456 0.7852 0.0 0.0 0.0 0.281
H -2.4085 -6.2791 2.2774 0.0 0.0 0.0 0.328
H -4.7194 -6.3194 3.1993 0.0 0.0 0.0 0.342
H -6.2812 -4.4802 2.5961 0.0 0.0 0.0 0.310
H -5.5584 -2.6732 1.0959 0.0 0.0 0.0 0.253
Se 0.2006 -2.1899 -0.4378 0.0 0.0 0.0 -1.374
```
Forces are in eV/Å.

Its frontier orbital gap is 0.134 Eh. Its net charge is -2. The value obtained for the total energy is -91685.1184 eV. The calculation puts the energy relative to the best compared isomer or geometry (same formula, charge and spin) at 0.0000 eV.



3.
Computed, not measured: one molecule with the formula C18H17N3 at a distorted geometry, with ωB97M-V with the def2-TZVPD basis set.

XYZ file:
```
38
Properties=species:S:1:pos:R:3:forces:R:3:mulliken_charge:R:1
N 1.9262 -2.8467 2.5148 -1.5 0.2 -5.3 -0.532
C 1.6768 -2.8565 1.3409 2.0 -0.5 3.8 0.392
C 1.6381 -3.0364 -0.1554 -0.6 -0.3 -0.5 -0.606
C 2.0944 -1.7583 -0.9760 0.3 -0.5 0.8 -0.405
C 1.1833 -0.6243 -0.6526 -3.1 -2.0 0.8 0.576
C -0.0818 -0.8227 -0.0894 2.7 -0.1 -1.5 -1.525
C -0.7321 0.4551 0.2740 -0.8 -0.8 -2.2 2.560
C -2.1885 0.6212 -0.3088 -0.1 1.3 1.3 -0.865
C -2.4528 0.2050 -1.7430 0.7 0.9 -0.7 -0.685
C -2.5167 -1.1952 -2.0175 0.6 -5.2 1.1 0.313
N -2.4923 -2.3762 -2.0205 -0.2 3.6 -0.4 -0.561
C -0.8988 0.5302 1.7559 -0.1 1.4 2.5 -1.147
C -1.3983 -0.7209 2.5954 -0.3 -0.3 -2.7 -0.031
C -1.7579 -0.4596 3.9545 -0.8 0.8 2.5 0.026
N -2.1565 -0.2628 5.0305 0.8 -0.3 -1.7 -0.476
C 0.2948 1.4278 -0.3464 -1.3 2.5 1.3 -0.806
C 0.2038 2.8430 -0.3665 1.8 -0.6 -1.8 -0.476
C 1.3006 3.5321 -0.9985 0.8 -3.2 0.7 -0.707
C 2.5445 2.8713 -1.4596 -3.0 -1.0 1.0 -0.699
C 2.5479 1.4377 -1.3919 -2.2 2.6 0.5 -0.539
C 1.4040 0.7787 -0.8579 1.4 0.7 -0.1 -0.205
H 0.6067 -3.4366 -0.4151 1.1 1.0 0.1 0.296
H 2.2683 -3.8788 -0.4789 0.1 0.2 0.7 0.450
H 2.0936 -2.0056 -2.0701 0.2 0.2 1.0 0.356
H 3.1297 -1.4442 -0.6267 -1.0 -0.7 -0.6 0.351
H -0.5568 -1.7838 0.0112 0.0 0.0 0.3 0.463
H -2.3896 1.7650 -0.1235 -0.1 -2.2 -0.7 0.426
H -2.8952 0.0268 0.3204 0.5 0.7 -0.2 0.378
H -3.3898 0.5659 -2.1013 -0.7 0.8 -0.2 0.475
H -1.6815 0.5833 -2.4059 0.2 0.4 -0.2 0.306
H 0.0746 0.6114 2.1772 1.0 1.0 0.3 0.530
H -1.5033 1.4935 1.9567 0.8 -1.6 0.3 0.289
H -0.6550 -1.5774 2.5452 -0.9 1.1 -0.1 0.108
H -2.3507 -0.9812 2.0977 0.3 -0.7 0.3 0.274
H -0.6930 3.4439 -0.1235 0.6 -0.6 0.1 0.327
H 1.0710 4.5372 -1.0638 0.5 2.2 -0.4 0.475
H 3.4009 3.3947 -1.8998 -0.6 0.0 0.2 0.391
H 3.3311 0.9433 -1.8820 1.0 -1.0 -0.2 0.505
```
Forces are in eV/Å.

Its frontier orbital gap is 0.321 Eh. As for the structure (SMILES): N#CCCC1=CC(CCC#N)(CCC#N)c2ccccc21. The value obtained for the total energy is -23409.3665 eV. The calculation puts the energy relative to the best compared isomer or geometry (same formula, charge and spin) at 1.9192 eV.



4.
Computed, not measured: one molecule with the formula C18H17N3O2, with ωB97M-V with the def2-TZVPD basis set.

XYZ file:
```
40
Properties=species:S:1:pos:R:3:forces:R:3:mulliken_charge:R:1
C 3.5735 -3.4226 -1.8211 0.0 0.0 0.0 -1.552
C 3.1416 -2.1377 -1.1826 -0.4 -0.2 0.0 0.513
C 4.1056 -1.1441 -0.9122 -0.1 0.3 0.1 -0.640
C 3.7717 0.0269 -0.2968 0.2 -0.2 -0.1 -0.532
C 2.4329 0.2762 0.0726 -0.5 -0.3 -0.1 -0.211
N 2.1267 1.4128 0.7224 0.0 0.4 0.2 -0.749
C 0.8710 1.5688 1.0900 0.6 -0.3 -0.2 0.337
N 0.5778 2.6473 1.8575 0.1 0.3 0.2 -0.174
C -0.7748 3.0433 2.1336 -0.3 0.0 -0.2 -0.727
C -1.4543 3.6990 0.9134 0.0 -0.1 0.2 -0.109
C -2.8467 4.1461 1.2643 0.1 0.4 -0.2 0.307
O -3.2193 5.2865 1.3310 0.0 0.2 0.0 -0.563
O -3.6539 3.1107 1.5251 -0.3 -0.7 0.1 -0.412
N -0.1545 0.7497 0.7775 -0.3 -0.1 -0.1 -0.294
C 0.1086 -0.3391 0.0947 0.4 0.3 0.1 0.104
C -1.0543 -1.1467 -0.3032 -0.3 -0.3 -0.1 0.412
C -1.1910 -1.6252 -1.6038 0.0 0.1 0.1 -0.356
C -2.3036 -2.3665 -1.9581 -0.1 -0.1 -0.1 -0.712
C -3.2878 -2.6379 -1.0222 0.0 0.0 0.0 -0.390
C -3.1669 -2.1476 0.2679 -0.1 0.0 0.0 -0.663
C -2.0612 -1.3993 0.6244 0.1 0.0 0.0 -0.378
C 1.4432 -0.6936 -0.2498 0.2 0.5 0.2 0.867
C 1.8322 -1.9053 -0.8496 0.3 -0.2 -0.1 -0.441
H 2.7281 -4.0913 -1.9623 0.0 -0.1 0.0 0.350
H 4.3146 -3.9241 -1.1995 0.0 -0.1 0.0 0.348
H 4.0309 -3.2283 -2.7908 0.0 -0.1 -0.1 0.343
H 5.1338 -1.3352 -1.1870 0.1 0.0 0.0 0.412
H 4.5103 0.7765 -0.0607 0.1 0.1 0.0 0.459
H 1.3074 3.3408 1.9094 0.0 -0.1 0.0 0.284
H -1.3396 2.1488 2.4030 0.0 0.2 0.1 0.287
H -0.7640 3.7390 2.9754 0.0 -0.1 0.0 0.362
H -1.5082 2.9514 0.1212 0.0 0.0 0.0 0.246
H -0.8809 4.5627 0.5760 -0.1 0.0 0.0 0.291
H -4.5414 3.4236 1.7608 0.2 0.2 -0.1 0.328
H -0.4393 -1.3908 -2.3438 0.1 0.0 0.0 0.583
H -2.4040 -2.7318 -2.9699 0.0 0.0 -0.1 0.383
H -4.1520 -3.2228 -1.3011 -0.1 0.0 0.0 0.398
H -3.9392 -2.3473 0.9963 0.0 0.0 0.1 0.389
H -1.9580 -1.0069 1.6244 0.0 0.0 0.1 0.397
H 1.0849 -2.6658 -1.0264 0.0 -0.1 -0.1 0.507
```
Forces are in eV/Å.

Its frontier orbital gap is 0.293 Eh. As for the structure (SMILES): Cc1ccc2nc(NCCC(=O)O)nc(-c3ccccc3)c2c1. The value obtained for the total energy is -27508.9691 eV. The calculation puts the energy relative to the best compared isomer or geometry (same formula, charge and spin) at 0.0000 eV.



5.
Computed, not measured: one molecule with the formula C18H17N3O3S3 at a distorted geometry, with ωB97M-V with the def2-TZVPD basis set.

XYZ file:
```
44
Properties=species:S:1:pos:R:3:forces:R:3:mulliken_charge:R:1
O -1.9883 -4.3391 -0.4701 0.1 -0.1 0.0 -0.607
C -1.8430 -3.1426 -0.3970 0.0 0.0 0.0 -0.083
N -2.9567 -2.3458 -0.1956 -0.5 -0.6 -0.2 -0.100
C -3.0575 -1.0070 0.0536 -0.9 0.8 0.6 0.434
N -2.2133 -0.0930 -0.2483 0.3 -0.2 -0.3 -0.116
C -2.6249 1.1488 0.1457 -1.2 -0.2 0.6 -0.343
C -1.8061 2.2893 -0.1683 0.5 0.5 -0.3 0.649
C -1.8325 3.5461 0.3738 -0.1 -0.5 -0.1 -0.779
C -0.8789 4.4069 -0.2019 0.2 0.1 -0.2 -0.582
C -0.1478 3.8012 -1.1748 0.0 -0.3 -0.1 -0.394
S -0.6027 2.1636 -1.4104 -0.3 0.4 0.4 0.001
C -3.8364 1.1708 0.7793 0.3 -0.1 -0.2 -0.419
S -4.4990 -0.4125 0.8939 0.7 -0.1 -0.3 -0.250
C -0.5192 -2.4659 -0.4482 0.5 -0.1 -0.1 0.483
C 0.4414 -2.8712 0.4755 -0.1 0.1 -0.1 -0.869
C 1.6881 -2.2714 0.4845 0.1 -0.1 0.1 -0.651
C 1.9649 -1.2804 -0.4374 0.6 0.3 0.0 -0.045
S 3.5485 -0.4258 -0.3642 0.3 0.2 0.1 1.244
O 4.5425 -1.3466 0.1000 -0.2 -0.1 0.2 -0.715
O 3.7436 0.2497 -1.6114 -0.4 0.1 -0.1 -0.712
N 3.4096 0.7591 0.8025 0.4 -0.8 -0.9 0.033
C 3.3193 0.3230 2.1784 0.1 -0.3 0.6 -0.734
C 1.8290 0.4008 2.5677 0.0 0.0 0.1 -0.690
C 1.1744 1.2455 1.4609 0.0 0.1 0.0 0.546
C 2.3528 1.7222 0.5952 -0.5 0.4 -0.2 -1.145
C 1.0429 -0.9166 -1.3998 0.0 0.0 -0.2 -0.408
C -0.2076 -1.5106 -1.4095 0.2 -0.2 0.1 -0.078
H -3.8117 -2.8801 -0.0782 0.3 0.0 -0.1 0.261
H -2.5009 3.8360 1.1642 -0.1 0.0 0.2 0.429
H -0.7449 5.4315 0.0949 0.1 0.2 0.0 0.441
H 0.6360 4.2204 -1.7733 0.2 0.1 -0.1 0.489
H -4.3774 2.0135 1.1556 -0.1 0.2 0.0 0.455
H 0.2003 -3.6505 1.1829 0.0 -0.1 0.0 0.497
H 2.4537 -2.5748 1.1808 0.0 -0.1 0.1 0.531
H 3.7510 -0.6727 2.2576 0.0 0.1 0.2 0.354
H 3.9136 1.0084 2.7904 0.0 -0.1 0.0 0.360
H 1.7146 0.8644 3.5461 0.0 -0.1 0.0 0.309
H 1.3820 -0.5915 2.6097 0.0 0.0 0.1 0.300
H 0.6174 2.0897 1.8640 -0.1 0.0 -0.1 0.684
H 0.4888 0.6376 0.8710 0.0 0.0 0.0 -0.693
H 2.1288 1.7757 -0.4679 -0.1 0.2 0.0 0.502
H 2.7081 2.7010 0.9323 0.0 0.0 -0.1 0.315
H 1.3204 -0.1765 -2.1330 0.0 0.1 -0.1 0.720
H -0.9313 -1.2381 -2.1599 0.0 0.1 0.0 0.379
```
Forces are in eV/Å.

Its frontier orbital gap is 0.310 Eh. As for the structure (SMILES): O=C(Nc1nc(-c2cccs2)cs1)c1ccc(S(=O)(=O)N2CCCC2)cc1. The value obtained for the total energy is -62060.4296 eV. The calculation puts the energy relative to the best compared isomer or geometry (same formula, charge and spin) at 0.7452 eV.



6.
Computed, not measured: one molecule with the formula C18H17NO4 at a distorted geometry, with ωB97M-V with the def2-TZVPD basis set.

XYZ file:
```
40
Properties=species:S:1:pos:R:3:forces:R:3:mulliken_charge:R:1
C -1.7675 -5.5678 1.4744 0.0 1.3 0.0 -1.608
C -1.2866 -5.5579 0.0432 0.9 0.7 -0.3 0.908
C -1.5293 -6.7275 -0.6902 0.6 -0.1 -0.8 -0.403
C -1.0384 -6.9447 -1.9945 0.0 1.7 0.8 -0.589
C -0.3232 -5.8976 -2.6029 -0.4 0.0 0.9 -0.557
C -0.1442 -4.6674 -1.9421 -0.7 -1.2 0.9 -0.691
C -0.5897 -4.4679 -0.5993 -0.3 -1.0 -1.9 0.514
C -0.2203 -3.1664 0.0384 0.6 -0.5 2.7 0.485
O 0.0911 -3.1527 1.2256 -0.5 1.1 -2.4 -0.549
O -0.2705 -2.0757 -0.8278 -0.9 -0.7 -0.1 -0.089
N 0.3341 -0.8861 -0.4386 0.0 1.6 0.5 -0.509
C -0.3584 0.1887 -0.6780 0.6 -2.2 0.7 -0.343
C 0.1829 1.4973 -0.3058 3.1 -0.5 0.7 0.376
C 1.4428 1.6816 0.2334 -1.8 -1.5 -0.4 -0.372
C 1.9732 3.0129 0.5633 2.3 0.7 0.1 0.347
O 3.1704 3.1546 0.8844 -2.5 -0.3 -0.4 -0.588
C 1.0529 4.1862 0.4157 -1.5 0.0 0.5 0.517
C 1.4122 5.5468 1.0146 0.5 0.1 -0.6 0.208
C 1.4129 6.6404 -0.0671 0.6 -0.4 -0.6 -1.386
C 0.4616 5.9625 2.1340 0.8 -1.0 0.9 -1.452
C -0.1988 3.9673 -0.0784 2.3 0.0 0.5 -0.193
C -0.6487 2.6544 -0.5487 -2.9 0.9 -0.7 -0.053
O -1.7788 2.5481 -1.0612 1.8 0.0 0.7 -0.628
H -2.8130 -5.2874 1.4846 -0.4 0.0 0.0 0.329
H -1.2726 -4.8668 2.1644 0.1 -0.3 -0.6 0.358
H -1.7023 -6.5547 1.8718 0.1 -0.7 0.3 0.400
H -2.0500 -7.5591 -0.2205 0.0 0.3 0.1 0.353
H -1.2559 -7.8726 -2.5007 0.2 -0.1 -0.1 0.398
H 0.1066 -6.0377 -3.5754 0.1 0.0 -0.4 0.392
H 0.3796 -3.8968 -2.4705 0.2 0.4 0.0 0.426
H -1.3768 0.1843 -1.0296 -0.2 -0.2 -0.4 0.496
H 2.0442 0.7810 0.4669 -0.2 0.8 -0.3 0.456
H 2.4173 5.4851 1.4652 -0.3 -0.1 -0.4 0.424
H 1.5734 7.5921 0.4152 0.0 0.4 0.1 0.423
H 2.2443 6.5124 -0.7925 -0.5 -0.1 0.3 0.344
H 0.4697 6.6859 -0.6328 0.2 -0.1 0.3 0.301
H -0.5204 6.1510 1.7634 -0.8 0.2 -0.2 0.324
H 0.4181 5.1161 2.8503 -0.2 0.6 -0.1 0.369
H 0.8397 6.8539 2.6573 -0.1 -0.3 -0.2 0.417
H -0.8813 4.7843 -0.1091 -0.6 0.3 -0.3 0.443
```
Forces are in eV/Å.

Its frontier orbital gap is 0.264 Eh. As for the structure (SMILES): Cc1ccccc1C(=O)O/N=C/C1=CC(=O)C(C(C)C)=CC1=O. The value obtained for the total energy is -28618.9791 eV. The calculation puts the energy relative to the best compared isomer or geometry (same formula, charge and spin) at 4.1038 eV.